Below is a structure of composition C44H46AuN4P2S3, with properties calculated with the ωB97M-V functional and the def2-TZVPD basis.

Output
largest force on an atom = 0.57 eV/A
orbital gap (alpha / beta) = 8.68 / 3.81 eV
calculated total energy = -107086.291 eV

```
! RIJCOSX wB97M-V def2-TZVPD def2/J DEFGRID3
* xyz 3 3
Au 0.534 -0.943 -0.528
S -1.504 -3.288 -1.679
S -2.370 4.175 -2.613
S 1.060 -3.278 0.653
P -1.343 1.695 0.950
P 1.516 0.970 0.298
N 0.265 2.154 0.283
N 1.787 -3.636 3.280
N -0.343 -3.696 2.954
N -0.555 -2.004 -1.972
C 0.750 -4.712 -2.402
C 4.391 3.186 -1.539
C -0.590 0.794 5.427
C 3.132 2.327 3.799
C -0.237 -0.121 4.447
C -0.148 -3.997 4.268
C -1.443 2.264 3.725
C 3.406 0.175 2.065
C 3.959 1.292 -2.965
C -3.556 -3.547 -5.148
C -1.315 -5.965 -2.192
C 4.116 1.374 4.021
C -0.497 0.147 3.113
C -4.071 4.708 0.637
C -3.371 5.833 1.041
C -1.048 1.368 2.727
C -2.034 5.725 1.421
C 3.462 2.719 -0.625
C -4.850 -3.258 -4.722
C -0.634 -7.127 -2.516
C 2.279 2.212 2.711
C -2.105 3.349 0.991
C 1.419 -5.886 -2.730
C -3.436 3.467 0.603
C 1.198 -3.961 4.472
C -0.453 2.270 -2.181
C 4.636 2.475 -2.711
C -0.611 -4.767 -2.148
C 0.140 2.962 -0.943
C 3.016 0.826 -2.057
C 2.756 1.541 -0.889
C 0.837 -3.483 2.328
C -5.108 -2.974 -3.388
C -0.908 3.317 -3.193
C -1.405 4.491 1.401
C -2.786 -3.277 -2.909
C -2.341 5.688 -3.545
C -4.068 -2.982 -2.466
C -2.511 -3.565 -4.240
C -1.216 1.976 5.065
C 4.255 0.296 3.154
C 3.230 -3.476 3.085
C 0.729 -7.087 -2.787
C 2.416 1.134 1.848
H 5.370 2.839 -3.418
H 3.750 -4.239 3.658
H 3.521 -0.652 1.370
H 4.787 1.479 4.864
H 3.030 3.167 4.475
H 2.500 -0.109 -2.245
H 1.288 -3.772 -2.355
H -0.367 4.407 1.703
H -0.099 -2.078 -2.878
H -1.171 -8.066 -2.563
H -1.927 3.194 3.469
H -1.491 6.603 1.750
H 5.037 -0.435 3.320
H 3.461 -3.591 2.031
H -1.523 2.684 5.825
H -3.984 2.585 0.290
H -1.509 -3.818 -4.566
H -0.388 0.586 6.471
H -0.953 -4.213 4.950
H 4.174 0.726 -3.863
H -6.117 -2.764 -3.059
H -1.230 -3.691 2.473
H -0.503 3.809 -0.688
H 1.769 -4.154 5.364
H 0.252 -1.044 4.728
H -3.238 6.250 -3.294
H -2.323 5.446 -4.612
H 0.298 1.641 -2.663
H -5.663 -3.269 -5.436
H 2.480 -5.856 -2.942
H 1.253 -7.997 -3.050
H 3.294 3.256 0.302
H -1.204 2.860 -4.147
H -0.244 -0.590 2.358
H -4.254 -2.774 -1.420
H -5.114 4.788 0.357
H -3.366 -3.779 -6.189
H -0.141 4.069 -3.400
H -2.380 -5.991 -1.994
H 4.939 4.096 -1.331
H -1.445 6.256 -3.278
H 3.536 -2.489 3.424
H -1.289 1.625 -1.898
H 1.116 3.378 -1.190
H 1.509 2.952 2.541
H -3.866 6.795 1.077
*
```

=====

Below is a structure of composition C32H28LiP2S2 at a distorted geometry, with properties calculated with the ωB97M-V functional and the def2-TZVPD basis.

Output
largest force on an atom = 3.16 eV/A
orbital gap = 5.58 eV
calculated total energy = -74094.011 eV

```
! RIJCOSX wB97M-V def2-TZVPD def2/J DEFGRID3
* xyz -1 1
S 10.270 -20.849 -0.845
S 7.097 -21.902 0.232
P 7.518 -18.429 1.436
P 11.093 -17.322 2.748
C 15.479 -18.278 1.310
C 10.943 -24.025 1.537
C 11.097 -22.836 0.742
C 8.534 -23.771 1.568
C 12.788 -17.577 2.037
C 4.116 -16.302 2.571
C 9.977 -17.265 1.191
C 5.341 -16.622 1.964
C 15.179 -17.105 1.986
C 4.938 -18.846 2.467
C 14.375 -19.078 0.947
C 11.036 -15.223 4.530
C 11.011 -13.931 4.974
C 9.730 -20.401 4.954
C 9.949 -22.166 0.277
C 9.692 -24.439 1.991
C 8.662 -19.512 5.291
C 7.900 -18.953 4.271
C 11.101 -15.549 3.146
C 3.253 -17.287 3.087
C 3.738 -18.566 3.068
C 8.508 -16.925 1.520
C 11.204 -13.184 2.688
C 8.203 -19.198 2.964
C 13.065 -18.754 1.346
C 13.888 -16.774 2.333
C 11.197 -14.513 2.256
C 5.815 -17.883 1.963
C 8.652 -22.623 0.728
C 10.070 -20.624 3.637
C 9.291 -20.059 2.669
C 11.025 -12.921 4.021
Li 8.038 -20.106 -0.679
H 10.424 -16.490 0.570
H 2.310 -17.024 3.569
H 8.434 -19.355 6.337
H 3.226 -19.387 3.523
H 7.549 -24.042 1.890
H 9.492 -25.304 2.717
H 11.359 -14.751 1.235
H 9.362 -20.325 1.624
H 10.982 -16.052 5.151
H 16.444 -18.599 0.960
H 5.260 -19.840 2.551
H 8.178 -16.228 0.756
H 7.136 -18.183 4.538
H 5.998 -15.809 1.661
H 13.730 -15.800 2.786
H 12.278 -19.470 1.039
H 10.833 -21.373 3.315
H 11.076 -12.423 1.925
H 10.071 -18.295 0.668
H 10.875 -13.796 6.016
H 16.008 -16.458 2.303
H 3.838 -15.220 2.536
H 8.378 -16.459 2.492
H 10.197 -20.962 5.766
H 14.494 -20.017 0.428
H 11.823 -24.583 1.897
H 10.923 -11.913 4.358
H 12.095 -22.636 0.394
*
```